239
Properties=species:S:1:pos:R:3:forces:R:3:lowdin_charge:R:1 method="wB97M-V/def2-TZVPD" homo_lumo_gap_ev=10.3 lumo_energy_ha=-0.1088 charge=+2 homo_ev=-13.26
C -6.2836 4.0581 -5.3316 1.04 2.09 -1.29 -0.01
C -6.0437 5.0918 -4.2098 -2.84 -0.30 -2.43 -0.34
C -7.3432 5.2672 -3.4633 -0.35 -0.02 0.49 -0.23
O -7.0749 6.2217 -2.4849 -0.44 0.87 0.36 -0.19
C -8.2894 6.7098 -1.9407 -1.08 0.09 1.92 -0.09
N -5.0750 4.6132 -3.2857 0.84 0.73 2.42 0.19
H -5.2785 5.1402 -2.3827 0.35 -1.06 -0.74 0.16
H -5.1383 3.5946 -3.1101 -0.07 0.70 0.01 0.13
H -4.0844 4.7817 -3.4659 0.16 -0.07 -0.54 0.14
H -5.4020 4.0976 -6.0224 -0.66 -0.55 0.61 0.10
H -7.1529 4.3554 -5.9596 0.46 -0.30 0.63 0.10
H -6.4294 3.1031 -4.8813 -0.11 -0.88 0.03 0.07
H -5.8748 6.1117 -4.5780 0.83 -0.45 0.01 0.17
H -7.7425 4.3691 -2.9695 0.28 -0.32 -0.26 0.15
H -8.1425 5.6623 -4.0860 0.15 -0.21 -0.65 0.13
H -9.2003 6.2876 -2.4143 0.67 0.19 -0.17 0.09
H -8.3856 7.8236 -1.9823 0.46 -0.93 0.01 0.10
H -8.3800 6.3468 -0.8729 0.25 0.67 -0.95 0.11
C 0.9506 -0.6451 -8.0479 -0.06 0.97 1.47 -0.01
C 1.1357 0.0519 -6.6631 1.98 -1.30 -0.04 -0.33
C 2.4984 0.8241 -6.5729 -1.99 0.73 -0.18 -0.15
O 2.4593 1.4709 -5.2753 0.59 0.00 -1.15 -0.24
C 3.2735 2.6713 -5.1874 1.34 -0.80 -0.59 -0.06
N 0.0664 0.9194 -6.2560 -3.04 -1.35 -1.32 0.20
H -0.8991 0.4719 -6.2931 1.47 0.49 0.59 0.21
H 0.1856 1.3972 -5.4020 0.48 0.40 2.19 0.10
H -0.0895 1.7013 -6.8279 -0.11 1.71 -1.77 0.12
H 1.5459 -1.5372 -8.1067 0.98 -0.02 -0.03 0.08
H 1.2271 0.1140 -8.7843 -0.39 -0.57 -0.44 0.09
H -0.0265 -1.1017 -8.1503 -0.59 0.64 -0.25 0.08
H 1.1770 -0.6752 -5.8525 0.07 -0.34 -0.13 0.15
H 2.5497 1.5827 -7.4699 0.30 -1.35 1.74 0.17
H 3.2149 -0.0061 -6.6030 0.53 0.67 -0.24 0.12
H 4.0319 2.6295 -6.0374 -0.91 0.40 1.02 0.11
H 3.8476 2.6746 -4.2333 -0.61 -0.09 -0.52 0.08
H 2.6530 3.5617 -5.2348 -0.08 0.00 -0.12 0.09
C 6.5731 3.7688 3.2542 -0.21 -1.57 -0.31 -0.01
C 5.5220 2.8108 3.8471 0.92 -0.70 0.16 -0.30
C 4.5741 3.7016 4.5763 -2.17 -1.21 0.27 -0.15
O 3.3479 2.9162 4.8246 1.89 1.07 -0.32 -0.20
C 2.3267 3.7852 5.2102 -2.19 -1.88 0.21 -0.13
N 4.7596 1.9910 2.8428 0.64 -0.76 -1.21 0.22
H 5.3501 1.3369 2.2620 -0.39 0.26 1.26 0.16
H 4.0632 1.4402 3.3757 -0.01 -0.21 -0.37 0.10
H 4.2915 2.4653 2.0728 -0.50 0.98 0.04 0.13
H 6.9718 4.3745 4.0476 0.17 0.27 0.38 0.08
H 6.0584 4.4160 2.5405 0.37 -0.12 -0.21 0.09
H 7.4034 3.1928 2.8266 -0.21 0.42 -0.23 0.09
H 5.9047 1.9617 4.4849 0.07 1.35 -0.25 0.18
H 4.2898 4.5289 3.9258 0.03 0.20 -0.08 0.13
H 5.0006 4.1085 5.4973 -0.01 -0.21 0.01 0.15
H 2.2637 4.6465 4.5345 -0.17 -0.06 0.15 0.08
H 2.4768 4.0701 6.2527 -0.14 0.41 0.06 0.09
H 1.3510 3.1231 5.1580 1.76 1.51 0.05 0.12
C -1.3438 -6.3247 -5.8247 -0.58 -0.42 1.46 -0.08
C -2.4788 -6.2366 -4.7882 -0.33 -1.76 0.67 -0.23
C -2.5826 -4.8646 -4.1860 -1.55 0.96 -1.23 -0.13
N -3.8902 -4.5322 -3.4592 -0.74 1.62 -0.75 -0.24
C -4.2109 -5.5601 -2.4928 -0.26 -1.87 1.32 0.00
C -5.1080 -4.2467 -4.3653 0.75 0.07 0.43 -0.09
C -6.0250 -3.3466 -3.5410 -1.68 -1.38 0.06 -0.15
C -5.1715 -2.7326 -2.4406 -1.17 0.84 1.58 -0.17
C -3.7965 -3.1522 -2.7551 2.19 -0.47 -1.50 -0.11
H -1.4176 -7.2658 -6.3345 -0.10 -0.35 -0.50 0.07
H -0.4041 -6.3476 -5.2892 0.37 0.44 -0.11 0.08
H -1.4272 -5.5007 -6.4921 0.27 0.57 -0.76 0.06
H -2.2139 -6.9471 -3.9443 -0.52 0.56 -0.98 0.13
H -3.4360 -6.6031 -5.2362 0.60 0.44 0.29 0.12
H -2.4824 -4.0915 -4.9804 -0.02 -0.33 0.60 0.14
H -1.8280 -4.7442 -3.4676 1.02 0.47 0.88 0.09
H -4.4945 -6.4523 -3.0958 -0.33 0.54 0.80 0.12
H -4.9454 -5.2412 -1.6899 0.62 -0.37 -1.33 0.13
H -3.3063 -5.8673 -1.9408 -0.23 0.46 -0.20 0.12
H -5.6327 -5.1447 -4.6465 0.27 -0.47 -0.19 0.12
H -4.7219 -3.7350 -5.2377 0.15 -0.01 -0.20 0.13
H -6.7947 -4.0441 -3.0680 0.70 1.20 -0.64 0.14
H -6.5507 -2.6613 -4.2361 0.28 -0.22 0.67 0.12
H -5.4567 -3.1230 -1.4172 0.18 0.57 -1.22 0.12
H -5.2469 -1.6163 -2.4024 0.11 -0.93 -0.03 0.12
H -3.1107 -3.3097 -1.9298 0.04 0.35 0.09 0.10
H -3.3420 -2.5099 -3.5600 -0.18 -0.44 0.95 0.15
C -2.7568 1.2778 6.9598 -0.85 0.11 2.67 -0.08
C -2.0093 2.5101 6.4503 -1.18 -0.85 -0.40 -0.22
C -2.9827 3.6696 6.4293 -0.22 -0.54 0.90 -0.15
N -2.3327 4.9952 6.1610 0.10 0.23 -0.93 -0.23
C -3.3701 5.8503 5.4692 0.09 0.28 0.09 0.03
C -1.7997 5.6894 7.4144 1.83 -0.23 -1.03 -0.04
C -0.4085 6.3062 6.9359 0.29 0.78 0.21 -0.10
C -0.3583 6.1422 5.3882 -0.13 0.58 0.05 -0.16
C -1.1500 4.8944 5.1631 0.07 -0.15 -0.60 -0.14
H -2.1654 0.5308 7.5071 0.35 0.28 -0.63 0.09
H -3.3733 0.7737 6.2826 -0.50 -0.73 -1.64 0.05
H -3.5341 1.5121 7.7547 0.91 0.37 -0.63 0.10
H -1.7123 2.3492 5.4001 0.53 -0.17 0.67 0.11
H -1.2239 2.6613 7.1753 0.71 0.41 -0.27 0.11
H -3.4725 3.6891 7.4186 0.15 0.53 -0.38 0.14
H -3.7786 3.5010 5.6993 0.31 0.11 -0.10 0.12
H -2.9656 6.8472 5.2863 -0.04 -0.02 0.40 0.11
H -4.3031 5.9157 6.0829 0.83 -0.26 -0.68 0.14
H -3.4624 5.4005 4.4807 -0.83 -0.04 0.22 0.08
H -2.4960 6.4551 7.6967 -0.38 0.22 0.16 0.12
H -1.7084 4.9380 8.2120 0.10 0.35 -0.34 0.13
H -0.2785 7.3814 7.1480 -0.60 -0.39 0.24 0.12
H 0.4755 5.8752 7.4615 -0.81 -0.27 -0.56 0.12
H -0.8805 6.9455 4.8153 0.48 -0.14 0.86 0.12
H 0.6601 6.1122 4.9506 -0.59 -0.21 0.49 0.11
H -1.4879 4.8232 4.1282 -0.63 -0.03 0.29 0.11
H -0.5394 4.0089 5.2745 -0.22 -0.15 0.81 0.08
C 0.3990 3.3314 2.0200 -1.33 -1.07 -0.58 -0.05
C -0.0536 2.0445 1.2608 1.40 0.60 -0.04 -0.18
C 0.7566 1.7895 -0.0214 -0.59 -0.17 0.45 -0.10
N 0.3375 0.4651 -0.6488 0.13 -0.24 0.02 -0.21
C 1.2783 0.2646 -1.8258 -0.90 0.32 0.32 0.03
C -1.1452 0.3646 -0.9945 -0.05 -0.21 -0.20 -0.05
C -1.8421 -0.4917 0.1405 0.89 1.52 -1.56 -0.13
C -0.7463 -1.3963 0.6077 0.81 -0.85 -0.29 -0.13
C 0.6194 -0.7009 0.3474 -1.04 -0.14 -1.16 -0.06
H 1.4063 3.1206 2.2997 0.89 0.62 0.44 0.05
H -0.2578 3.5405 2.8789 0.40 -0.55 -0.13 0.04
H 0.2635 4.1977 1.3902 0.52 0.30 -0.37 0.08
H -1.0837 2.1475 0.9982 -0.84 -0.36 0.15 0.07
H 0.2100 1.1737 1.8814 -0.97 0.42 0.22 0.11
H 1.7934 1.5935 0.1834 0.46 0.29 0.36 0.10
H 0.7382 2.6126 -0.7487 -0.38 -0.38 -0.05 0.15
H 1.1689 -0.7357 -2.2217 -0.25 -0.08 -0.16 0.09
H 2.2520 0.3770 -1.4137 0.88 -0.05 0.26 0.06
H 1.1532 1.0555 -2.5550 -0.39 0.09 -0.20 0.10
H -1.2122 -0.2301 -1.9191 0.17 0.25 0.23 0.13
H -1.4738 1.3986 -1.2241 -0.21 -0.67 0.38 0.13
H -2.7116 -0.9922 -0.2556 -0.09 -0.32 -0.14 0.11
H -2.1578 0.1138 0.9503 -0.44 0.88 0.67 0.08
H -0.8207 -2.3646 0.0807 0.33 0.53 0.19 0.10
H -0.8786 -1.5873 1.6534 0.12 -0.18 0.70 0.11
H 1.2508 -1.3512 -0.2604 0.18 -0.04 0.84 0.09
H 1.0894 -0.2668 1.2304 0.07 -0.45 -0.35 0.09
C 8.7555 -1.6150 0.6009 0.54 -0.35 -1.06 -0.08
C 8.6410 -0.6034 -0.5382 -0.21 1.16 -0.49 -0.22
C 7.1828 -0.5346 -1.0121 0.39 0.64 1.23 -0.16
N 6.8776 -0.0719 -2.3633 2.90 1.54 -1.69 -0.27
C 7.4724 1.3069 -2.6648 0.40 0.26 0.92 0.05
C 7.4941 -1.0068 -3.4375 -1.20 -0.47 0.66 -0.05
C 6.5070 -0.8478 -4.6197 -0.91 0.82 0.26 -0.11
C 5.1180 -0.3220 -4.0129 1.69 -0.75 0.49 -0.08
C 5.4410 0.0398 -2.5305 -2.23 -0.28 -1.30 -0.11
H 8.5662 -2.6766 0.2503 -0.10 1.34 0.61 0.11
H 8.2725 -1.3279 1.5086 -0.95 -0.10 0.41 0.07
H 9.7856 -1.5290 0.8344 1.23 -0.51 0.52 0.06
H 9.3118 -0.9756 -1.3156 -0.18 0.03 -0.29 0.11
H 9.0550 0.4365 -0.2965 -0.67 -1.43 0.05 0.14
H 6.5764 0.1154 -0.3586 0.26 -0.39 0.05 0.15
H 6.7853 -1.5261 -0.9892 -0.31 -0.40 0.19 0.09
H 6.8983 2.0114 -2.0501 0.30 -0.01 -0.19 0.09
H 7.3502 1.5591 -3.7262 -0.03 -0.32 0.34 0.12
H 8.5545 1.3532 -2.3731 -1.04 -0.29 -0.39 0.12
H 8.5366 -0.7482 -3.5828 -0.08 0.55 -0.29 0.12
H 7.5789 -2.0304 -2.9765 -0.76 0.79 -0.63 0.15
H 6.7805 -0.1600 -5.4416 0.50 -0.22 0.74 0.12
H 6.3404 -1.7843 -5.0976 -0.02 -0.84 -0.29 0.09
H 4.6967 0.4647 -4.6199 0.12 0.43 0.14 0.07
H 4.3863 -1.1083 -3.9922 -0.29 -0.47 -0.12 0.11
H 5.0170 1.0280 -2.2772 0.75 -0.35 0.19 0.13
H 4.9798 -0.6744 -1.8513 -0.09 -0.03 -0.09 0.11
C -1.7592 -5.7960 6.1597 -0.55 1.40 0.00 -0.09
C -0.7763 -5.5799 5.0421 1.77 0.18 -1.15 -0.24
C -1.3080 -5.9141 3.6729 -0.53 1.32 0.56 -0.12
N -0.3504 -5.8220 2.4879 -0.82 -3.09 0.89 -0.23
C -0.2262 -4.4635 2.0512 0.73 0.59 -2.27 0.00
C -0.9557 -6.7872 1.4617 1.60 -0.81 -1.03 -0.03
C 0.2790 -7.3758 0.6232 -1.37 -0.14 -0.12 -0.12
C 1.5162 -6.7600 1.2324 0.14 0.15 1.62 -0.15
C 1.0304 -6.3776 2.6658 0.27 -0.90 -1.40 -0.10
H -1.9774 -6.8058 6.4528 -0.03 -0.55 -0.25 0.08
H -2.6939 -5.2130 6.0691 0.33 -0.38 -0.25 0.10
H -1.2199 -5.3271 6.9466 0.06 0.14 1.37 0.06
H 0.0343 -6.3273 5.1796 0.03 0.76 0.31 0.12
H -0.3496 -4.5346 5.0603 -0.35 -1.05 0.17 0.13
H -2.1284 -5.2370 3.4060 0.01 -0.31 -0.09 0.13
H -1.7015 -6.8965 3.8279 -0.14 -0.78 -0.77 0.12
H 0.4694 -4.4750 1.1762 -0.65 0.34 0.62 0.12
H 0.2074 -3.9021 2.8363 0.33 0.80 0.79 0.08
H -1.1683 -4.0692 1.7173 -0.42 0.09 0.05 0.09
H -1.5715 -6.2541 0.7657 -0.66 0.39 0.18 0.10
H -1.5078 -7.5579 2.0179 0.23 0.44 -0.47 0.13
H 0.1079 -7.0699 -0.4153 0.33 -0.13 0.21 0.10
H 0.3105 -8.4867 0.6414 -0.13 0.73 0.20 0.12
H 1.8067 -5.8073 0.7969 0.37 -0.43 -0.69 0.09
H 2.3707 -7.4701 1.3732 -0.60 0.81 -0.50 0.14
H 1.6818 -5.6319 3.0434 0.43 0.53 1.02 0.12
H 1.0355 -7.3186 3.1910 -0.38 0.05 0.86 0.14
B 4.2382 3.1959 -0.5715 0.66 -0.08 0.15 -1.28
F 3.6574 3.5708 -1.7482 -0.60 0.23 -0.48 0.16
F 5.6542 3.1679 -0.7930 -0.28 -0.01 0.56 0.07
F 3.8763 4.0014 0.5261 0.35 0.28 0.09 0.10
F 3.8278 1.8999 -0.1973 0.22 -0.61 0.04 0.08
B -1.6071 3.1890 -5.2225 0.87 -0.71 1.13 -0.99
F -2.0356 1.8691 -4.7898 0.54 0.90 0.26 0.04
F -1.5902 3.0507 -6.6243 0.03 0.94 0.40 0.10
F -2.4883 4.1533 -4.6484 1.20 -0.80 -0.97 0.10
F -0.1257 3.3884 -4.7730 -2.88 -0.50 -0.81 -0.04
B 0.2997 -3.7667 -2.2424 -0.05 0.55 -1.17 -1.24
F -0.9388 -3.1336 -1.9858 0.04 0.33 -0.18 0.09
F 0.3704 -4.0655 -3.6466 -0.06 0.03 0.67 0.07
F 1.3504 -2.8551 -1.9560 -0.19 -0.42 0.23 0.09
F 0.3319 -4.9190 -1.4909 0.45 -0.41 0.34 0.15
B -3.8683 -4.5736 0.9721 -0.11 -1.04 0.00 -1.26
F -3.6241 -3.9620 2.1903 0.38 0.42 0.22 0.13
F -3.9923 -5.9712 1.1832 0.03 0.19 -0.14 0.09
F -5.0497 -4.0812 0.4076 0.14 0.12 -0.26 0.11
F -2.7570 -4.3995 0.0792 -0.33 0.33 0.15 0.07
C -5.0063 1.7199 2.9459 -0.43 0.25 -0.97 -0.60
F -4.3573 0.5780 2.7550 0.07 0.22 0.49 0.15
F -6.2010 1.5693 2.2835 1.29 0.76 1.51 0.12
F -5.1328 1.9919 4.2705 -0.65 -0.80 -0.89 0.11
S -3.9867 3.1687 2.3368 -0.72 -1.13 -0.96 0.63
O -4.7548 4.3366 2.6704 0.46 -0.14 -0.22 -0.27
O -2.7422 2.9128 3.0283 -0.24 0.53 -0.34 -0.30
N -3.7812 2.8766 0.7710 0.78 -0.35 2.61 -0.28
S -4.5892 3.1273 -0.4960 0.20 0.52 -1.50 0.58
O -5.8441 3.8334 -0.3750 0.57 -0.06 -0.21 -0.27
O -3.6337 3.5203 -1.5337 -0.78 0.01 0.69 -0.31
C -5.0672 1.4678 -1.1806 -1.04 2.15 1.03 -0.69
F -4.0011 0.7624 -1.3957 0.32 -1.25 -0.07 0.17
F -5.9778 0.9220 -0.3915 0.45 -0.96 0.16 0.16
F -5.6928 1.7090 -2.3440 0.05 -0.07 -0.75 0.11
C 4.5428 -3.1235 0.6019 1.41 -0.35 0.61 -0.67
F 5.6917 -2.9447 -0.0904 0.02 0.64 0.12 0.09
F 3.6815 -3.5644 -0.2520 -1.45 -0.48 -0.62 0.18
F 4.8501 -4.0856 1.4751 -0.59 0.24 0.59 0.14
S 3.9601 -1.4944 1.3262 2.47 0.01 0.23 0.59
O 5.0732 -0.8988 2.0433 0.01 -0.18 -0.18 -0.31
O 3.6247 -0.8428 0.1007 -0.88 0.15 -0.07 -0.28
N 2.8294 -1.9222 2.2885 -0.32 -1.09 -1.18 -0.29
S 2.4802 -1.4147 3.6995 -2.45 1.83 1.55 0.62
O 2.8707 -0.0224 3.9521 0.24 -1.35 -0.31 -0.31
O 1.0695 -1.7013 3.9715 1.78 -0.03 -0.36 -0.30
C 3.3333 -2.4487 5.0125 1.13 0.95 -0.38 -0.67
F 3.0803 -1.7827 6.1355 0.07 -0.41 0.15 0.15
F 2.8558 -3.6630 5.0558 -0.67 -0.62 0.07 0.17
F 4.6702 -2.5652 4.8624 -0.65 0.46 -0.16 0.13